1.
Formula: C5H9N2O4S
Source: the OMol25 dataset
Level of theory: ωB97M-V/def2-TZVPD

XYZ file:
```
21
Properties=species:S:1:pos:R:3
O 0.04399 -1.87315 0.01068
O 0.54673 -0.91986 -3.72447
H 0.54606 -1.15420 2.67263
H -0.52937 1.76917 -2.35968
N 0.41994 1.60114 -2.27793
C 0.86652 0.91212 -1.25626
C 0.13243 0.88756 -0.06723
H -1.68223 -0.88018 0.67446
N 0.63747 0.26471 1.05772
H -0.93693 0.88975 0.11740
C -0.94668 -1.49531 1.03087
O 2.19757 0.55502 -1.23865
H -0.58645 0.00811 2.65653
O -1.31822 -1.38927 -1.89804
C -0.08133 -0.60956 1.94289
H 1.66709 -0.07730 0.95294
C -0.20441 -1.55575 -1.22418
H -1.22787 -2.43273 1.53390
H 2.69831 0.76950 -2.01723
S -0.07410 -1.95390 -2.98987
H 0.82002 1.23601 -3.22189
```

Summary:
- Kohn-Sham gap (spin up / spin down) (eV) = 6.063 / 7.386
- F_max (Eh/bohr) = 0.10445
- HOMO (spin up / spin down) (eV) = -11.20 / -11.81
- calculated total energy (a.u.) = -1004.148558
- total charge = +1

2.
Formula: C3H7N3OS
Source: the OMol25 dataset
Level of theory: ωB97M-V/def2-TZVPD

XYZ file:
```
15
Properties=species:S:1:pos:R:3
H -1.73751 -1.88286 -0.49500
N 2.21678 1.11159 -0.20880
S 2.99005 -1.40191 -0.00365
H 0.26713 -1.39033 0.25694
N 0.54704 -0.40561 0.22384
N -0.34108 0.55799 -0.14848
O 1.55865 2.21516 0.32105
C -2.21491 -1.08234 0.10582
H -2.16872 1.10302 -0.47315
H 3.21432 1.26902 -0.29793
H -3.29401 -1.14112 -0.11761
C -1.58578 0.25811 -0.17464
H 0.73914 2.22199 -0.16003
C 1.88963 -0.17631 0.00278
H -2.08073 -1.25641 1.16885
```

Summary:
- SMILES = C/C=N\NC(=S)NO
- Kohn-Sham gap (eV) = 9.017
- F_max (Eh/bohr) = 0.02323
- HOMO (eV) = -8.39
- calculated total energy (a.u.) = -756.117657

3.
Formula: C2H5OP
Source: the OMol25 dataset
Level of theory: ωB97M-V/def2-TZVPD

XYZ file:
```
9
Properties=species:S:1:pos:R:3
H -1.39461 -0.74498 1.40320
H 0.00849 1.43263 1.04127
H 1.90608 -1.24329 0.26893
C -0.23406 1.04841 0.06766
O 0.98588 -1.29838 0.11759
H -0.27981 1.79798 -0.84463
H 0.42635 -0.42865 -1.58296
P -1.57019 -0.28956 0.01706
C 0.15186 -0.27416 -0.48811
```

Summary:
- SMILES = O[C@@H]1CP1
- Kohn-Sham gap (eV) = 10.352
- F_max (Eh/bohr) = 0.08113
- HOMO (eV) = -9.40
- calculated total energy (a.u.) = -495.710473

4.
Formula: C3H2Cl4S
Source: the OMol25 dataset
Level of theory: ωB97M-V/def2-TZVPD

XYZ file:
```
10
Properties=species:S:1:pos:R:3
C -0.44288 -1.54346 0.10802
C -0.34948 -0.16634 0.69259
Cl -2.06269 -2.16227 -0.23382
H -0.78256 0.56408 0.07380
H 0.55956 0.27175 1.15155
S 4.22246 -1.05376 -0.62332
Cl -1.39608 -0.15059 2.15035
Cl 0.42736 -2.64933 1.17547
C 3.44321 -1.09882 0.59871
Cl 0.46574 -1.74680 -1.38709
```

Summary:
- Kohn-Sham gap (eV) = 10.658
- F_max (Eh/bohr) = 0.10151
- HOMO (eV) = -10.65
- calculated total energy (a.u.) = -2354.363183

5.
Formula: C4H12S2
Source: the OMol25 dataset
Level of theory: ωB97M-V/def2-TZVPD

XYZ file:
```
18
Properties=species:S:1:pos:R:3
H 3.57127 -1.81794 0.04628
S 2.37866 0.29577 -0.28923
H -4.25083 0.24027 -1.06422
C 2.61194 -1.55639 0.05985
C 2.97062 0.72880 1.33294
S -2.20015 0.03928 0.55012
H -4.44228 -0.81398 0.31478
H -2.69422 1.96278 -1.10187
H -1.05244 1.99055 -0.57087
H -3.42288 -1.49119 -0.98431
H 2.05271 -2.00896 -0.95331
H 3.41524 1.80166 1.15355
H 2.27199 0.83241 2.21642
C -3.73799 -0.57248 -0.47188
H 2.14738 -1.72690 1.04422
C -1.85239 1.25362 -0.94021
H -1.55943 0.76983 -1.94961
H 3.79281 0.07287 1.60735
```

Summary:
- SMILES = CSC.CSC
- Kohn-Sham gap (eV) = 9.364
- F_max (Eh/bohr) = 0.13522
- HOMO (eV) = -8.49
- calculated total energy (a.u.) = -955.883592

6.
Formula: C8H11NO
Source: the OMol25 dataset
Level of theory: ωB97M-V/def2-TZVPD

XYZ file:
```
21
Properties=species:S:1:pos:R:3
H 2.58707 -0.75563 0.93220
C 0.57788 -0.75945 0.27820
C -2.88708 1.33104 -0.21025
C 1.26072 -1.46179 -0.89571
N -2.47419 -0.28376 0.99885
C -0.38063 0.26326 -0.25642
H 2.10100 -1.99193 -0.49943
H -2.10349 -0.81574 1.85592
H 0.09838 -1.64382 0.72915
H -4.06547 2.69373 -1.27464
C 1.71401 -0.12956 1.05578
C -1.67999 0.41814 0.13678
H 0.03576 0.79433 -1.06418
O -4.77490 0.33049 1.35896
H -2.42541 2.43354 -1.89422
C -3.70283 0.57617 0.81945
H 1.47077 -0.18834 2.05625
H 0.50484 -2.02364 -1.55385
H 1.76050 -0.78270 -1.56765
H 1.89195 0.87249 0.83293
C -3.21152 2.21084 -1.13769
```

Summary:
- SMILES = C=C1C(=O)N/C1=C\C(C)C
- Kohn-Sham gap (eV) = 8.434
- F_max (Eh/bohr) = 0.10231
- HOMO (eV) = -8.30
- calculated total energy (a.u.) = -441.325656